(1)
DFT (ωB97M-V/def2-TZVPD) results for H4NPS in the gas phase in a non-equilibrium geometry.

Computed properties:
F_max	2.31	eV/Å
HOMO-LUMO gap	9.3288	eV
relative energy (zero: lowest compared OMol25 entry of this formula, charge and spin)	28.0	kcal per mole
highest occupied orbital energy	-8.4820	eV
SMILES	NSP
calculated total energy	-796.64422	Eh

```
7
H4NPS | the OMol25 dataset | ωB97M-V/def2-TZVPD
N 1.38 -0.83 0.01
P -1.08 1.30 -0.58
S -0.37 -0.54 0.18
H 1.67 -1.35 0.83
H 1.79 -1.14 -0.85
H -2.28 0.68 -0.30
H -1.11 1.88 0.70
```

---

(2)
DFT (ωB97M-V/def2-TZVPD) results for C2HNO2 in the gas phase in a non-equilibrium geometry.

Computed properties:
F_max	4.77	eV/Å
HOMO-LUMO gap	11.7111	eV
relative energy (zero: lowest compared OMol25 entry of this formula, charge and spin)	26.6	kcal per mole
highest occupied orbital energy	-12.0759	eV
SMILES	N#CC(=O)O
calculated total energy	-282.01273	Eh

```
6
C2HNO2 | the OMol25 dataset | ωB97M-V/def2-TZVPD
C 0.55 -0.36 0.02
C -0.97 -0.39 0.01
H 0.27 1.49 0.27
N -2.15 -0.25 -0.10
O 1.08 0.88 -0.12
O 1.21 -1.37 -0.07
```

---

(3)
DFT (ωB97M-V/def2-TZVPD) results for a molecular structure, C21H30N9RhSeTe.

Computed properties:
F_max	0.97	eV/Å
multiplicity	5
HOMO-LUMO gap (spin up / spin down)	8.4945 / 5.4750	eV
charge	+2
relative energy (zero: lowest compared OMol25 entry of this formula, charge and spin)	12.0	kcal per mole
expectation value of S²	6.02
highest occupied orbital energy (spin up / spin down)	-13.8005 / -13.7910	eV
calculated total energy	-4090.45698	Eh

```
63
C21H30N9RhSeTe | the OMol25 dataset | ωB97M-V/def2-TZVPD
Rh -0.42 0.10 -0.27
C 3.25 0.88 1.23
N 2.46 1.98 1.75
C 2.65 2.61 2.96
C 1.70 3.57 3.06
N 0.94 3.52 1.92
C -0.20 4.38 1.64
C 1.40 2.54 1.12
Se 0.84 2.13 -0.62
H 3.87 0.48 2.03
H 3.89 1.22 0.42
H 2.59 0.10 0.86
H 3.44 2.34 3.63
H 1.51 4.29 3.84
H -0.79 4.51 2.54
H -0.82 3.92 0.86
H 0.13 5.35 1.29
C 0.56 -0.10 -3.31
N 0.40 -0.52 -4.68
C -0.90 -0.08 -5.18
N -1.99 -0.65 -4.38
C -1.83 -0.23 -3.01
N -0.52 -0.67 -2.45
C -0.45 -2.16 -2.57
N -0.60 -2.58 -3.95
C 0.46 -1.98 -4.75
C -1.90 -2.11 -4.45
H 0.51 0.99 -3.26
H 1.53 -0.43 -2.93
H -1.02 -0.40 -6.22
H -0.96 1.01 -5.15
H -2.64 -0.65 -2.40
H -1.87 0.86 -2.97
H -1.25 -2.60 -1.98
H 0.51 -2.50 -2.19
H 0.35 -2.29 -5.79
H 1.43 -2.32 -4.39
H -2.70 -2.55 -3.85
H -2.03 -2.43 -5.48
N -3.21 2.12 4.02
C -3.27 1.80 2.71
C -2.18 1.26 2.01
N -2.26 1.00 0.71
C -3.41 1.25 0.07
C -4.49 1.75 0.78
N -4.42 2.02 2.07
H -2.42 1.88 4.59
H -4.05 2.43 4.47
H -1.24 1.04 2.52
H -3.46 1.05 -0.99
H -5.44 1.94 0.29
Te -0.37 -2.07 1.18
C 1.35 -2.72 2.20
C 1.18 -3.26 3.48
C 2.28 -3.80 4.14
C 3.52 -3.82 3.52
C 3.68 -3.28 2.25
C 2.60 -2.73 1.58
H 0.21 -3.27 3.95
H 2.15 -4.22 5.13
H 4.37 -4.26 4.03
H 4.65 -3.31 1.76
H 2.72 -2.33 0.58
```

---

(4)
DFT (ωB97M-V/def2-TZVPD) results for a molecular structure, C46H50CaClN6O3S2Te.

Computed properties:
F_max	0.17	eV/Å
multiplicity	2
HOMO-LUMO gap (spin up / spin down)	5.0256 / 5.0133	eV
charge	-2
relative energy (zero: lowest compared OMol25 entry of this formula, charge and spin)	19.0	kcal per mole
expectation value of S²	0.75
highest occupied orbital energy (spin up / spin down)	-1.4482 / -1.4486	eV
calculated total energy	-4539.42524	Eh

```
110
C46H50CaClN6O3S2Te | the OMol25 dataset | ωB97M-V/def2-TZVPD
Ca 0.14 -1.23 -0.09
C 1.72 -4.10 -3.27
C 1.59 -2.80 -2.53
N 1.79 -2.74 -1.27
O 2.09 -3.98 -0.70
C 1.17 -1.59 -3.24
C 1.44 -1.38 -4.70
N 0.53 -0.67 -2.55
O 0.14 0.38 -3.17
H 1.05 -4.82 -2.80
H 2.73 -4.50 -3.18
H 1.46 -3.99 -4.32
H 1.86 -3.83 0.24
H 2.24 -2.03 -5.06
H 1.70 -0.34 -4.86
H 0.54 -1.57 -5.31
S 4.23 2.18 -1.01
C 4.87 0.75 -0.28
C 6.19 0.42 0.00
C 6.45 -0.79 0.60
C 5.40 -1.67 0.92
C 4.08 -1.34 0.64
C 3.81 -0.12 0.03
N 2.55 0.35 -0.30
C 2.61 1.51 -0.84
C 1.49 2.33 -1.34
C 1.65 2.98 -2.56
C 0.62 3.70 -3.13
C -0.60 3.78 -2.49
C -0.77 3.16 -1.26
C 0.26 2.44 -0.68
H 7.00 1.10 -0.25
H 7.47 -1.08 0.83
H 5.62 -2.62 1.39
H 3.27 -2.00 0.91
H 2.59 2.87 -3.10
H 0.76 4.17 -4.10
H -1.42 4.32 -2.93
H -1.71 3.22 -0.73
Cl 1.21 -2.71 2.05
C -8.67 3.46 4.82
C -7.58 2.65 4.16
C -7.41 2.66 2.79
C -6.40 1.91 2.17
C -6.31 1.98 0.66
C -5.50 1.14 2.92
Te -3.92 -0.15 1.77
N -2.12 -1.18 0.75
C -2.22 -2.36 0.24
O -1.33 -2.91 -0.54
C -3.39 -3.27 0.55
C -4.63 -3.10 -0.06
C -5.69 -3.94 0.24
C -5.53 -4.96 1.17
C -4.30 -5.13 1.79
C -3.23 -4.30 1.47
C -2.48 0.59 3.15
C -2.28 1.97 3.31
C -2.96 3.02 2.47
C -1.38 2.43 4.28
C -0.66 1.57 5.08
C 0.31 2.09 6.10
C -0.84 0.21 4.89
C -1.73 -0.30 3.95
C -1.88 -1.79 3.84
C -5.71 1.11 4.31
C -4.84 0.27 5.22
C -6.72 1.86 4.91
H -9.26 4.00 4.08
H -8.25 4.19 5.52
H -9.35 2.82 5.39
H -8.08 3.25 2.17
H -7.06 2.66 0.26
H -6.47 1.00 0.21
H -5.32 2.30 0.34
H -4.76 -2.30 -0.78
H -6.65 -3.79 -0.24
H -6.37 -5.61 1.43
H -4.16 -5.93 2.52
H -2.27 -4.44 1.93
H -3.12 2.64 1.46
H -2.35 3.92 2.42
H -3.94 3.28 2.88
H -1.23 3.50 4.38
H 0.28 3.18 6.16
H 1.34 1.80 5.86
H 0.10 1.69 7.10
H -0.27 -0.50 5.49
H -1.33 -2.29 4.64
H -1.49 -2.14 2.88
H -2.93 -2.08 3.88
H -4.60 -0.68 4.74
H -5.35 0.08 6.17
H -3.89 0.77 5.44
H -6.84 1.82 5.99
C 2.37 0.69 3.00
N 2.30 1.95 2.32
C 3.14 3.03 2.81
C 2.59 4.23 2.06
N 1.16 3.90 2.01
C 1.06 2.49 1.98
S -0.10 1.72 0.93
H 3.38 0.27 2.91
H 1.67 -0.03 2.57
H 2.13 0.79 4.07
H 4.19 2.83 2.58
H 3.03 3.16 3.90
H 3.04 4.29 1.06
H 2.75 5.17 2.59
H 0.64 4.35 1.26
```

---

(5)
DFT (ωB97M-V/def2-TZVPD) results for a gas-phase ion, C2H8BrN3 (charge +2) in a non-equilibrium geometry.

Computed properties:
F_max	3.53	eV/Å
HOMO-LUMO gap	9.7812	eV
charge	+2
relative energy (zero: lowest compared OMol25 entry of this formula, charge and spin)	1.0	kcal per mole
highest occupied orbital energy	-18.8956	eV
SMILES	[NH2+]=C(C[NH3+])NBr
calculated total energy	-2818.58184	Eh

```
14
C2H8BrN3 | the OMol25 dataset | ωB97M-V/def2-TZVPD
C -0.52 -0.50 -0.04
C 0.97 -0.19 0.15
N -1.47 0.29 0.41
N -0.78 -1.66 -0.54
N 1.33 1.30 0.01
Br -3.38 0.29 0.06
H 1.20 -0.50 1.22
H 1.62 -0.76 -0.57
H -1.42 1.28 0.44
H -0.06 -2.32 -0.49
H -1.79 -2.07 -0.57
H 2.36 1.42 0.06
H 0.88 1.84 0.77
H 1.06 1.59 -0.90
```

---

(6)
DFT (ωB97M-V/def2-TZVPD) results for C2H3ClO2 in the gas phase in a non-equilibrium geometry.

Computed properties:
F_max	4.49	eV/Å
HOMO-LUMO gap	11.3502	eV
relative energy (zero: lowest compared OMol25 entry of this formula, charge and spin)	42.7	kcal per mole
highest occupied orbital energy	-10.7005	eV
SMILES	O[C@@]1(Cl)CO1
calculated total energy	-688.61617	Eh

```
8
C2H3ClO2 | the OMol25 dataset | ωB97M-V/def2-TZVPD
C -0.67 0.79 -0.34
C 0.33 -0.20 0.00
O -0.25 0.59 0.98
O 0.07 -1.55 0.00
Cl 2.00 0.32 -0.27
H -0.32 1.65 -0.68
H -1.58 0.33 -0.60
H 0.42 -1.94 0.91
```

---

(7)
DFT (ωB97M-V/def2-TZVPD) results for a gas-phase ion, C5H12N5 (charge +1) in a non-equilibrium geometry.

Computed properties:
F_max	9.14	eV/Å
HOMO-LUMO gap (spin up / spin down)	8.8892 / 8.8882	eV
charge	+1
relative energy (zero: lowest compared OMol25 entry of this formula, charge and spin)	158.6	kcal per mole
highest occupied orbital energy (spin up / spin down)	-13.5836 / -13.5831	eV
SMILES	CCC1=N[N@H+](N)N=C(N)C1
calculated total energy	-471.05582	Eh

```
22
C5H12N5 | the OMol25 dataset | ωB97M-V/def2-TZVPD
C 0.48 -0.59 0.21
C -1.25 1.20 0.11
C 0.13 0.67 -0.45
C 2.97 0.08 0.15
C 1.90 -1.03 0.42
N -0.82 -1.46 0.77
N -2.21 0.45 0.50
N -1.21 2.49 0.35
N -2.25 -1.36 -1.07
N -2.04 -0.95 0.30
H 0.73 1.52 -0.22
H 0.04 0.50 -1.49
H 2.85 0.74 0.89
H 2.93 0.52 -0.89
H 3.84 -0.48 0.10
H 1.94 -1.27 1.53
H 2.18 -1.78 -0.32
H -0.69 3.12 -0.28
H -2.06 2.86 0.81
H -3.22 -1.51 -1.20
H -1.68 -2.21 -1.23
H -2.56 -1.50 1.01
```

---

(8)
DFT (ωB97M-V/def2-TZVPD) results for a molecular structure, C6H10O.

Computed properties:
F_max	0.40	eV/Å
HOMO-LUMO gap	10.6640	eV
relative energy (zero: lowest compared OMol25 entry of this formula, charge and spin)	16.4	kcal per mole
highest occupied orbital energy	-9.6049	eV
calculated total energy	-309.81626	Eh

```
17
C6H10O | the OMol25 dataset | ωB97M-V/def2-TZVPD
C -1.96 -0.72 -0.11
C -0.57 -0.13 -0.07
C -0.16 1.04 0.84
C 0.79 1.23 -0.35
C 1.75 0.03 -0.24
C 0.66 -1.06 -0.02
O -0.24 0.70 -1.22
H -1.97 -1.73 -0.53
H -2.58 -0.07 -0.74
H -2.41 -0.75 0.88
H 0.26 0.84 1.82
H -0.94 1.81 0.88
H 1.19 2.20 -0.65
H 2.46 0.12 0.59
H 2.31 -0.12 -1.17
H 0.62 -1.79 -0.83
H 0.77 -1.60 0.93
```

---

(9)
DFT (ωB97M-V/def2-TZVPD) results for a molecular structure, C8H8FNO in a non-equilibrium geometry.

Computed properties:
F_max	5.44	eV/Å
HOMO-LUMO gap	9.3886	eV
relative energy (zero: lowest compared OMol25 entry of this formula, charge and spin)	98.4	kcal per mole
highest occupied orbital energy	-9.3667	eV
calculated total energy	-539.35287	Eh

```
19
C8H8FNO | the OMol25 dataset | ωB97M-V/def2-TZVPD
C -0.81 1.90 -0.51
C -1.92 1.22 -0.28
C 0.53 1.27 -0.28
C -2.20 -0.16 0.14
C 1.80 1.60 -0.24
C 1.21 -1.27 1.01
C 0.94 -1.62 -0.43
C 0.10 -0.59 0.25
N -1.19 -0.90 0.64
O -3.33 -0.51 -0.06
F 0.57 -2.92 -0.84
H -0.78 2.89 -0.93
H -3.01 1.58 -0.52
H 2.56 0.83 0.06
H 2.07 2.59 -0.44
H 0.93 -2.03 1.69
H 2.17 -0.73 1.14
H 1.68 -1.19 -1.23
H -1.31 -1.96 0.83
```

---

(10)
DFT (ωB97M-V/def2-TZVPD) results for a gas-phase ion, C6H8ClN2 (charge +1) in a non-equilibrium geometry.

Computed properties:
F_max	4.12	eV/Å
HOMO-LUMO gap	8.5014	eV
charge	+1
relative energy (zero: lowest compared OMol25 entry of this formula, charge and spin)	8.4	kcal per mole
highest occupied orbital energy	-14.0554	eV
SMILES	C=C1[NH+]=CN=CC[C@H]1Cl
calculated total energy	-802.78009	Eh

```
17
C6H8ClN2 | the OMol25 dataset | ωB97M-V/def2-TZVPD
C -1.18 0.19 1.72
C -1.35 1.16 -0.42
C 0.53 -0.19 -1.00
C 1.44 -0.40 -1.90
C 0.32 -0.10 1.72
C 0.52 -0.94 0.41
N -1.67 0.84 0.77
N -0.38 0.78 -1.18
Cl -0.77 -2.13 0.34
H -1.98 -0.08 2.50
H -1.80 2.06 -0.62
H 1.35 0.01 -2.95
H 2.20 -1.10 -1.74
H 0.84 0.86 1.44
H 0.66 -0.87 2.40
H 1.58 -1.35 0.50
H -0.31 1.27 -1.99
```

---

(11)
DFT (ωB97M-V/def2-TZVPD) results for C7H6 in the gas phase in a non-equilibrium geometry.

Computed properties:
F_max	2.57	eV/Å
HOMO-LUMO gap	9.2462	eV
relative energy (zero: lowest compared OMol25 entry of this formula, charge and spin)	97.4	kcal per mole
highest occupied orbital energy	-8.3371	eV
calculated total energy	-270.08086	Eh

```
13
C7H6 | the OMol25 dataset | ωB97M-V/def2-TZVPD
C 2.02 -0.75 -0.27
C 1.90 0.50 0.54
C 0.78 -1.47 -0.47
C 0.95 0.28 -0.85
C 0.53 0.59 0.80
C -0.15 -0.57 0.16
C -1.64 -0.53 -0.03
H 2.98 -1.05 -0.76
H 2.65 1.27 0.76
H -0.12 1.45 0.90
H -2.21 -0.63 0.94
H -2.04 -1.31 -0.63
H -1.72 0.43 -0.41
```

---

(12)
DFT (ωB97M-V/def2-TZVPD) results for a molecular structure, C33H57BrN2O2ScSi in a non-equilibrium geometry.

Computed properties:
F_max	1.40	eV/Å
HOMO-LUMO gap	8.3395	eV
charge	+1
relative energy (zero: lowest compared OMol25 entry of this formula, charge and spin)	0.0	kcal per mole
highest occupied orbital energy	-11.1800	eV
calculated total energy	-5175.84102	Eh

```
97
C33H57BrN2O2ScSi | the OMol25 dataset | ωB97M-V/def2-TZVPD
O 0.96 -1.15 -1.73
O 0.92 -0.26 -5.60
C 2.43 -1.50 -1.81
C 2.74 -2.72 -0.97
H 2.95 -0.60 -1.46
H 2.64 -1.63 -2.87
H 2.42 -2.59 0.07
H 3.83 -2.89 -0.96
H 2.27 -3.62 -1.38
C 0.03 -2.24 -2.07
C 0.35 -2.85 -3.42
H -0.97 -1.79 -2.06
H 0.08 -2.98 -1.27
H 0.48 -2.10 -4.20
H -0.48 -3.50 -3.71
H 1.24 -3.48 -3.35
C -0.15 0.37 -6.33
C 1.91 -0.88 -6.44
C -1.46 -0.39 -6.19
H 0.11 0.44 -7.40
H -0.24 1.38 -5.92
H -1.35 -1.43 -6.52
H -2.22 0.10 -6.82
H -1.82 -0.37 -5.15
C 1.36 -2.04 -7.26
H 2.71 -1.22 -5.76
H 2.33 -0.11 -7.11
H 0.81 -2.75 -6.64
H 2.19 -2.57 -7.73
H 0.71 -1.67 -8.05
H 1.25 0.35 -3.55
N -0.67 -0.74 1.41
C -1.43 -0.13 2.33
C -2.09 1.08 2.10
C -2.28 1.72 0.87
C -1.66 -0.78 3.66
H -0.73 -1.16 4.11
H -2.38 -1.61 3.59
H -2.09 -0.04 4.34
C -3.34 2.77 0.76
H -4.04 2.57 -0.07
H -2.92 3.77 0.62
H -3.93 2.78 1.68
N -1.53 1.44 -0.21
C -0.38 -2.15 1.58
C 0.83 -2.55 2.18
C 1.80 -1.55 2.75
C 1.10 -3.92 2.31
H 2.03 -4.22 2.78
C 0.17 -4.87 1.88
H 0.40 -5.93 1.96
C -1.06 -4.45 1.37
H -1.83 -5.18 1.10
C -1.36 -3.10 1.23
C -2.74 -2.66 0.82
C -1.81 2.06 -1.48
C -1.24 3.31 -1.80
C -0.37 4.01 -0.79
C -1.50 3.85 -3.05
H -1.06 4.82 -3.31
C -2.32 3.18 -3.96
H -2.51 3.61 -4.95
C -2.91 1.96 -3.62
H -3.56 1.44 -4.32
C -2.70 1.40 -2.36
C -3.35 0.11 -1.95
Sc 0.15 0.21 -0.33
H 2.59 -1.28 2.04
H 2.29 -2.00 3.63
H 1.31 -0.63 3.08
H -2.73 -1.80 0.14
H -3.35 -2.40 1.70
H -3.25 -3.49 0.30
H 0.13 4.87 -1.27
H 0.43 3.36 -0.39
H -0.94 4.37 0.07
H -3.67 0.12 -0.90
H -2.68 -0.75 -2.09
H -4.23 -0.06 -2.58
H -2.63 1.51 2.94
C 1.30 1.43 -3.22
Si 2.49 2.48 -4.28
H 0.28 1.83 -3.27
H 1.66 1.50 -2.17
C 4.16 1.66 -4.56
C 2.74 4.11 -3.38
C 1.94 3.05 -6.00
H 2.74 3.69 -6.41
H 1.03 3.66 -5.93
H 1.77 2.24 -6.72
H 4.71 1.56 -3.62
H 4.76 2.30 -5.23
H 4.07 0.68 -5.03
H 2.83 3.98 -2.29
H 1.90 4.79 -3.58
H 3.66 4.60 -3.74
Br 2.05 1.50 0.54
```